1.
11
Properties=species:S:1:pos:R:3 method="wB97M-V/def2-TZVPD" lumo_ev="3.7 / 3.7" gap_ev="5.6 / 5.6" charge=-1
C 0.246 1.509 0.551
C 0.546 0.923 1.696
C -0.320 0.932 -0.669
C -0.797 -1.197 0.090
O 0.831 0.562 2.792
O -0.449 1.776 -1.630
O -0.514 -0.388 -0.977
O 0.563 2.853 0.535
H -0.181 -0.790 0.946
H -0.299 -2.211 -0.074
H 0.335 3.228 -0.317

=====

2.
14
Properties=species:S:1:pos:R:3 method="wB97M-V/def2-TZVPD" lumo_ev=-1.1 gap_ev=8.3 charge=0
O -0.276 -2.673 -2.232
C -0.594 -1.950 -1.277
O -1.579 -2.079 -0.537
O 0.291 -0.877 -1.039
O 0.980 1.464 1.395
C -0.353 3.253 1.358
O -0.731 3.372 0.235
O -0.426 3.730 2.443
C 1.282 0.745 0.393
C 0.580 -0.558 0.237
Tl -2.259 -4.290 -1.942
H 1.491 1.280 -0.556
H -0.249 -0.723 0.942
H 1.842 -0.695 0.582

=====

3.
9
Properties=species:S:1:pos:R:3 method="wB97M-V/def2-TZVPD" smiles="Cc1c([S-])c1=S" lumo_ev=3.6 gap_ev=7.4 charge=-1
C 1.342 -0.108 -0.114
C -0.089 0.196 -0.037
C -1.331 -0.330 0.068
S -2.082 -2.383 -0.146
C -1.194 1.047 0.120
S -1.622 2.601 0.336
H 1.348 -0.932 0.714
H 2.140 0.585 0.123
H 1.487 -0.676 -1.064

=====

4.
8
Properties=species:S:1:pos:R:3 method="wB97M-V/def2-TZVPD" lumo_ev=-0.4 gap_ev=10.4 charge=0
C 1.431 -0.263 0.277
C 2.465 0.070 -0.162
C -1.859 0.097 -0.165
C -1.654 -1.007 0.472
H 3.228 0.306 -0.843
H -1.496 1.045 -0.261
H -2.991 0.238 -0.303
H 0.874 -0.485 0.984

=====

5.
65
Properties=species:S:1:pos:R:3 method="wB97M-V/def2-TZVPD" lumo_ev=-2.5 gap_ev=10.6 charge=+1
C 1.309 -2.079 2.718
C 0.964 -0.894 1.857
C 0.105 -1.306 0.648
C -0.102 -0.179 -0.343
N 0.209 0.125 2.689
H 1.956 -2.846 2.186
H 0.395 -2.616 3.071
H 1.922 -1.812 3.607
H 1.941 -0.430 1.476
H 0.592 -2.133 0.142
H -0.879 -1.713 1.003
H -0.626 -0.549 -1.236
H -0.709 0.630 0.083
H 0.844 0.238 -0.668
H -0.099 0.978 2.109
H -0.674 -0.308 3.061
H 0.824 0.465 3.528
H -1.686 2.441 -0.924
H -0.225 3.055 -0.934
O -1.127 3.181 -0.597
H -2.579 -1.787 2.682
H -3.173 -0.611 3.482
O -2.419 -0.859 2.920
H 1.493 0.228 -3.129
H 2.838 0.334 -2.478
O 2.127 0.889 -2.814
H 2.770 1.431 2.027
H 2.115 2.500 2.791
O 2.325 1.638 2.887
H 0.433 -1.770 -3.046
H 0.716 -1.374 -4.490
O 0.424 -1.014 -3.678
H 3.821 -1.529 -1.364
H 4.868 -0.514 -1.709
O 3.942 -0.562 -1.464
H 1.640 2.224 -1.944
H 1.653 3.782 -1.922
O 1.443 3.008 -1.349
H -2.860 -0.523 1.237
H -3.098 0.055 -0.217
O -3.254 -0.717 0.367
H -3.611 1.690 -1.647
H -2.566 0.737 -2.181
O -2.784 1.245 -1.395
H 1.605 4.895 1.997
H 1.649 3.888 0.877
O 1.523 3.986 1.850
H -2.775 -1.875 -0.806
H -2.568 -1.800 -2.327
O -2.557 -2.415 -1.601
H -1.200 -0.554 -3.536
H -2.605 -0.441 -4.217
O -2.186 -0.453 -3.400
H -0.985 -2.950 -1.879
H 0.197 -3.925 -1.682
O -0.038 -3.160 -2.141
H -1.073 2.783 1.087
H 0.036 3.157 2.107
O -0.718 2.497 1.954
H -3.319 -3.905 1.972
H -2.974 -2.849 0.934
O -2.711 -3.237 1.764
H 2.761 1.858 -0.228
H 3.513 0.511 -0.158
O 3.221 1.241 0.392

=====

6.
11
Properties=species:S:1:pos:R:3 method="wB97M-V/def2-TZVPD" lumo_ev="-11.7 / -11.9" gap_ev="8.4 / 8.7" multiplicity=2 s_squared=0.7598 charge=+3
H -2.110 2.845 1.646
O -2.868 1.903 1.279
C -2.551 0.777 1.146
C -1.409 -0.131 1.079
C -0.773 -0.387 2.418
C 0.418 0.012 2.759
O 1.461 0.404 3.125
Ba 4.338 0.582 3.930
H -0.730 0.312 0.330
H -1.791 -1.060 0.621
H -1.301 -0.960 3.188

=====

7.
20
Properties=species:S:1:pos:R:3 method="wB97M-V/def2-TZVPD" lumo_ev=-1.4 gap_ev=7.6 charge=0
C -0.765 -0.566 -0.145
Br -0.342 1.133 -1.121
Br 0.149 -2.176 -1.010
Br -2.716 -0.874 -0.105
H -0.482 -0.458 0.902
C -2.605 -0.649 3.402
Br -2.237 0.972 4.607
Br -1.323 -1.136 2.019
Br -4.271 -0.535 2.403
H -2.659 -1.524 4.049
C 0.312 1.632 -3.705
Br -1.214 2.651 -4.345
Br 1.842 2.835 -3.418
Br 1.013 0.188 -4.820
H -0.024 1.259 -2.737
C 3.137 -0.461 0.781
Br 3.895 -0.528 2.580
Br 1.139 -0.426 0.639
Br 3.812 -1.898 -0.441
H 3.338 0.562 0.465

=====

8.
14
Properties=species:S:1:pos:R:3 method="wB97M-V/def2-TZVPD" lumo_ev="-3.3 / -3.3" gap_ev="5.9 / 5.9" charge=0
C 1.005 -1.236 0.359
C 0.643 1.605 -0.146
C -0.530 -1.116 0.441
C -1.159 -0.004 -0.445
N 1.578 -0.274 -0.327
N -0.534 1.250 -0.304
O 1.558 -2.236 0.831
O 1.420 2.462 0.003
Br 3.471 -0.105 -0.353
Br -1.915 2.866 -0.263
H -1.038 -2.138 0.144
H -0.832 -0.854 1.513
H -1.418 -0.231 -1.456
H -2.250 0.012 0.003

=====

9.
10
Properties=species:S:1:pos:R:3 method="wB97M-V/def2-TZVPD" lumo_ev=-1.0 gap_ev=9.4 charge=0
C 1.515 -1.458 -0.118
C -1.300 -0.758 0.091
C -0.146 -0.109 0.079
C 0.399 1.236 -0.059
N 2.383 -2.206 -0.177
Br -2.905 0.216 -0.019
H -1.535 -1.817 0.243
H 0.576 1.772 1.028
H -0.365 1.971 -0.483
H 1.378 1.154 -0.584

=====

10.
10
Properties=species:S:1:pos:R:3 method="wB97M-V/def2-TZVPD" lumo_ev=0.5 gap_ev=10.5 charge=0
C -0.238 1.436 -0.194
C 0.092 -0.295 -0.038
C -0.129 -0.978 -1.249
N -0.162 -1.471 -2.273
C 0.327 -1.108 0.962
Br 0.536 -0.609 2.792
H 0.479 1.960 -0.873
H -0.284 1.806 0.816
H -1.227 1.401 -0.669
H 0.606 -2.140 0.726

=====

The calculation returns the following max |F| values, one per record and in order: 4.82 6.98 4.96 8.33 4.88 4.27 13.20 5.05 4.68 4.36 eV/A.
The calculation returns the following energy above the lowest of the compared OMol25 structures with the same formula, charge and spin values, one per record and in order: 4.338 2.496 2.134 4.848 0.086 1.179 11.732 0.000 3.085 0.846 eV.